Entry 1:
{
  "formula": "C8H16N3O2",
  "method": "ωB97M-V/def2-TZVPD",
  "species": ["C", "C", "O", "C", "N", "N", "C", "C", "C", "N", "C", "C", "O", "H", "H", "H", "H", "H", "H", "H", "H", "H", "H", "H", "H", "H", "H", "H", "H"],
  "xyz": [[3.039, -1.298, -1.181], [1.726, -0.602, -0.917], [1.597, 0.334, -0.143], [0.444, -1.137, -1.561], [0.472, -1.915, -2.745], [-0.680, -0.258, -1.532], [-0.728, -1.477, -0.766], [-0.713, -1.176, 0.776], [-1.452, 0.111, 1.190], [-0.627, 1.211, 0.951], [-0.533, 2.391, 1.535], [-1.639, 2.712, 2.451], [0.389, 3.195, 1.321], [4.019, -0.842, -0.819], [2.968, -1.606, -2.140], [3.000, -2.147, -0.617], [1.124, -1.672, -3.527], [-0.313, -2.465, -2.907], [-1.211, -0.258, -2.386], [-1.384, -2.309, -1.023], [0.333, -1.151, 1.037], [-1.292, -1.968, 1.327], [-2.353, -0.042, 0.553], [-1.642, 0.130, 2.224], [0.135, 0.943, 0.292], [-1.774, 1.898, 3.188], [-2.614, 2.555, 1.952], [-1.369, 3.799, 2.783], [1.080, 3.042, 0.683]],
  "forces_ev_per_a": [[0.35, 3.23, 2.11], [0.22, 0.33, 0.43], [0.64, -0.21, -0.54], [0.58, -0.80, -2.12], [3.94, 0.71, -0.71], [-0.85, 1.72, 0.82], [-1.16, 0.69, 3.09], [-0.85, -1.29, -0.01], [-0.76, -2.09, -1.31], [2.64, 2.62, -1.53], [-3.73, -5.24, -0.54], [0.24, 1.92, 0.64], [1.68, 3.19, 0.44], [-1.64, 0.14, -0.91], [0.66, -0.98, -3.28], [-0.36, -2.78, 1.59], [-1.42, -0.38, 1.15], [-1.06, -0.99, -0.65], [0.11, -0.21, -0.34], [0.36, 0.11, -0.41], [0.05, -0.22, 0.88], [1.03, 0.38, -0.58], [0.06, 1.35, 0.67], [-0.86, -0.60, 1.25], [-0.20, 0.48, 0.17], [0.78, 0.89, 0.44], [0.51, 0.94, -0.26], [-1.36, -2.15, 0.13], [0.39, -0.77, -0.61]],
  "homo_ev": -12.121,
  "lumo_ha": -0.0955,
  "de_lowest_kcal_mol": 46.9,
  "smiles": "CC(=O)[C@]1(N)N[C@@H]1CC/[NH+]=C(\\C)O",
  "total_charge": 1,
  "homo_lumo_gap_ha": 0.34999
}

Entry 2:
{
  "formula": "C8H16NO2",
  "method": "ωB97M-V/def2-TZVPD",
  "species": ["C", "C", "O", "C", "C", "C", "C", "C", "N", "C", "O", "H", "H", "H", "H", "H", "H", "H", "H", "H", "H", "H", "H", "H", "H", "H", "H"],
  "xyz": [[-2.744, 0.080, 0.358], [-1.289, 0.022, -0.187], [-1.316, 0.295, -1.562], [-0.730, -1.415, -0.077], [0.663, -1.749, -0.649], [1.857, -1.351, 0.258], [2.173, 0.138, -0.041], [1.182, 1.205, -0.136], [1.531, 2.320, -0.687], [-0.201, 1.095, 0.520], [-0.788, 2.401, 0.550], [-2.774, -0.419, 1.256], [-3.504, -0.237, -0.292], [-2.961, 1.098, 0.474], [-1.751, 1.060, -1.833], [-1.347, -1.926, -0.715], [-0.678, -1.646, 0.909], [0.661, -1.441, -1.687], [0.819, -2.773, -0.805], [1.855, -1.392, 1.370], [2.702, -1.877, 0.068], [3.069, 0.339, 0.517], [2.773, 0.225, -0.937], [2.418, 2.439, -1.181], [0.858, 3.071, -0.817], [-0.202, 0.546, 1.415], [-0.651, 2.758, 1.442]],
  "forces_ev_per_a": [[2.71, 1.29, -0.58], [0.87, 0.34, -1.56], [1.79, -2.09, -0.27], [2.15, 2.30, -1.90], [0.07, 0.69, 1.34], [-2.66, 3.72, 0.00], [1.73, -1.24, -0.74], [-0.93, -0.46, 1.48], [-0.28, 0.26, -0.74], [-1.69, 0.23, -2.34], [0.50, -0.82, 0.58], [-0.43, -1.05, 2.19], [-0.44, -1.14, -1.28], [-0.42, 1.66, 0.70], [-1.39, 2.07, -0.19], [-2.13, -1.77, -0.67], [-0.70, -1.35, 3.02], [0.79, 1.01, -0.16], [-0.69, -1.98, 0.22], [-1.32, -0.51, -0.58], [2.58, -1.61, -1.16], [-0.01, 1.15, 1.53], [-0.34, -0.42, -1.30], [-0.28, -0.27, 0.39], [-0.11, -0.14, 0.38], [0.86, 0.06, 1.96], [-0.21, 0.09, -0.32]],
  "homo_ev": -13.733,
  "lumo_ha": -0.1577,
  "de_lowest_kcal_mol": 29.8,
  "smiles": "C[C@]1(O)CCCCC(=[NH2+])[C@H]1O",
  "total_charge": 1,
  "homo_lumo_gap_ha": 0.34697
}

Entry 3:
{
  "formula": "C8H16O",
  "method": "ωB97M-V/def2-TZVPD",
  "species": ["C", "C", "C", "C", "C", "C", "C", "C", "O", "H", "H", "H", "H", "H", "H", "H", "H", "H", "H", "H", "H", "H", "H", "H", "H"],
  "xyz": [[0.827, -0.114, -0.243], [-1.650, 0.703, -0.429], [1.317, 0.813, -1.372], [0.552, -1.509, -0.837], [1.946, -0.281, 0.798], [-1.727, -0.628, 1.023], [-0.420, 0.563, 0.391], [-0.236, 1.469, 1.437], [-1.927, -0.028, -1.546], [-2.883, -0.102, -1.667], [-2.329, 1.513, -0.171], [2.235, 0.420, -1.814], [0.563, 0.892, -2.157], [1.524, 1.812, -0.983], [0.272, -2.226, -0.063], [-0.223, -1.490, -1.597], [1.466, -1.885, -1.300], [1.591, -0.809, 1.684], [2.360, 0.675, 1.112], [2.764, -0.858, 0.361], [-1.042, -1.304, 1.522], [-2.290, -0.095, 1.784], [-2.360, -1.280, 0.417], [-1.059, 2.075, 1.791], [0.730, 1.675, 1.859]],
  "forces_ev_per_a": [[-0.06, -0.13, 0.16], [0.56, -2.22, 2.04], [-0.09, -0.03, 0.14], [0.03, 0.05, 0.06], [-0.07, 0.04, -0.13], [-2.22, -0.13, -0.70], [1.39, 2.39, -0.77], [-0.02, -0.50, -0.71], [0.19, 0.50, 0.01], [0.08, 0.08, 0.06], [0.01, -0.26, 0.03], [-0.05, -0.04, 0.00], [0.04, 0.02, -0.03], [-0.04, -0.05, 0.00], [-0.03, 0.01, -0.01], [-0.01, -0.03, 0.01], [0.02, 0.05, 0.01], [-0.02, 0.00, 0.01], [-0.03, 0.03, 0.02], [-0.04, -0.03, -0.04], [0.74, 0.52, -0.24], [-0.03, 0.01, 0.01], [-0.30, -0.13, 0.03], [-0.08, 0.08, -0.08], [0.04, -0.24, 0.14]],
  "homo_ev": -6.404,
  "lumo_ha": 0.0171,
  "de_lowest_kcal_mol": 97.9,
  "homo_lumo_gap_ha": 0.25240
}

Entry 4:
{
  "formula": "C8H16O16S4",
  "method": "ωB97M-V/def2-TZVPD",
  "species": ["C", "C", "O", "S", "O", "O", "O", "H", "H", "H", "H", "C", "C", "O", "S", "O", "O", "O", "H", "H", "H", "H", "C", "C", "O", "S", "O", "O", "O", "H", "H", "H", "H", "C", "C", "O", "S", "O", "O", "O", "H", "H", "H", "H"],
  "xyz": [[2.672, 13.426, -41.330], [1.693, 13.009, -42.426], [1.387, 11.638, -42.114], [2.392, 11.022, -41.016], [3.076, 9.859, -41.493], [1.769, 10.885, -39.725], [3.423, 12.231, -41.091], [2.133, 13.698, -40.418], [3.363, 14.232, -41.556], [2.128, 13.006, -43.423], [0.790, 13.607, -42.337], [0.798, 3.433, -41.665], [0.209, 3.908, -40.351], [1.051, 5.002, -40.013], [2.581, 4.786, -40.539], [3.412, 4.402, -39.439], [2.854, 5.901, -41.394], [2.210, 3.480, -41.454], [0.620, 4.202, -42.423], [0.463, 2.451, -41.981], [0.281, 3.161, -39.553], [-0.837, 4.202, -40.373], [0.819, 7.340, -44.449], [0.753, 8.508, -43.461], [-0.581, 8.663, -42.935], [-1.636, 7.793, -43.800], [-2.490, 8.610, -44.608], [-2.179, 6.750, -42.951], [-0.554, 7.097, -44.776], [1.209, 6.418, -44.007], [1.288, 7.490, -45.419], [0.799, 9.438, -44.042], [1.566, 8.549, -42.743], [5.112, 5.771, -49.016], [4.581, 4.945, -47.829], [3.501, 5.650, -47.224], [3.475, 7.207, -47.749], [3.771, 8.056, -46.636], [2.336, 7.504, -48.577], [4.786, 7.108, -48.657], [4.668, 5.403, -49.942], [6.192, 5.718, -49.122], [5.330, 4.698, -47.074], [4.178, 3.993, -48.182]],
  "forces_ev_per_a": [[-0.13, 0.09, 0.26], [0.27, 0.13, 0.39], [-0.05, -0.50, 0.58], [0.41, -1.40, 0.92], [-0.53, 0.79, -0.41], [0.18, 0.98, -1.38], [0.01, 0.03, 0.36], [-0.02, -0.07, -0.02], [0.03, -0.14, -0.33], [-0.05, 0.25, -0.02], [-0.11, -0.15, -0.35], [-0.43, 1.07, -0.19], [0.14, -0.78, 0.45], [0.77, 0.49, 0.10], [-1.71, -0.22, -0.06], [-0.37, 0.26, -1.19], [0.35, -0.76, 0.60], [1.04, 0.13, 0.92], [-0.53, -0.34, -0.15], [0.33, -0.10, 0.00], [0.20, -0.15, -0.19], [0.15, 0.46, -0.37], [-0.85, -0.83, 0.63], [0.54, 2.04, -1.90], [-0.64, -1.46, -0.01], [0.50, -1.56, 0.37], [0.57, -0.35, 0.88], [0.37, 1.55, -0.94], [-1.14, 0.33, 0.07], [0.11, 0.18, 0.11], [0.39, 0.57, 0.38], [0.76, -0.17, -0.09], [-0.50, -0.38, 0.56], [-0.05, -0.61, 0.73], [0.22, -1.29, -0.21], [-0.20, 1.56, -0.87], [-0.11, 0.27, 0.26], [-0.29, -0.51, -0.61], [0.93, -0.83, 0.86], [-0.29, 0.24, -0.21], [-0.30, 0.62, -0.09], [0.01, 0.02, 0.15], [0.04, 0.43, 0.02], [0.01, 0.11, -0.01]],
  "homo_ev": -10.614,
  "lumo_ha": 0.0154,
  "de_lowest_kcal_mol": 18.2,
  "homo_lumo_gap_ha": 0.40549
}

- Number 3 is which compound?
  C8H16O

What did the third record say?
{
  "formula": "C8H16O",
  "method": "ωB97M-V/def2-TZVPD",
  "species": ["C", "C", "C", "C", "C", "C", "C", "C", "O", "H", "H", "H", "H", "H", "H", "H", "H", "H", "H", "H", "H", "H", "H", "H", "H"],
  "xyz": [[0.827, -0.114, -0.243], [-1.650, 0.703, -0.429], [1.317, 0.813, -1.372], [0.552, -1.509, -0.837], [1.946, -0.281, 0.798], [-1.727, -0.628, 1.023], [-0.420, 0.563, 0.391], [-0.236, 1.469, 1.437], [-1.927, -0.028, -1.546], [-2.883, -0.102, -1.667], [-2.329, 1.513, -0.171], [2.235, 0.420, -1.814], [0.563, 0.892, -2.157], [1.524, 1.812, -0.983], [0.272, -2.226, -0.063], [-0.223, -1.490, -1.597], [1.466, -1.885, -1.300], [1.591, -0.809, 1.684], [2.360, 0.675, 1.112], [2.764, -0.858, 0.361], [-1.042, -1.304, 1.522], [-2.290, -0.095, 1.784], [-2.360, -1.280, 0.417], [-1.059, 2.075, 1.791], [0.730, 1.675, 1.859]],
  "forces_ev_per_a": [[-0.06, -0.13, 0.16], [0.56, -2.22, 2.04], [-0.09, -0.03, 0.14], [0.03, 0.05, 0.06], [-0.07, 0.04, -0.13], [-2.22, -0.13, -0.70], [1.39, 2.39, -0.77], [-0.02, -0.50, -0.71], [0.19, 0.50, 0.01], [0.08, 0.08, 0.06], [0.01, -0.26, 0.03], [-0.05, -0.04, 0.00], [0.04, 0.02, -0.03], [-0.04, -0.05, 0.00], [-0.03, 0.01, -0.01], [-0.01, -0.03, 0.01], [0.02, 0.05, 0.01], [-0.02, 0.00, 0.01], [-0.03, 0.03, 0.02], [-0.04, -0.03, -0.04], [0.74, 0.52, -0.24], [-0.03, 0.01, 0.01], [-0.30, -0.13, 0.03], [-0.08, 0.08, -0.08], [0.04, -0.24, 0.14]],
  "homo_ev": -6.404,
  "lumo_ha": 0.0171,
  "de_lowest_kcal_mol": 97.9,
  "homo_lumo_gap_ha": 0.25240
}

- Which formula does entry 3 have?
  C8H16O